Molecular formula: C32H56Br2MgN8
Method: DFT, the ωB97M-V functional and the def2-TZVPD basis

```
! wB97M-V def2-TZVPD RIJCOSX def2/J DEFGRID3
* xyz 0 1
Mg -2.69 -0.19 -0.29
Br -0.45 0.47 -0.18
Br -3.53 -1.52 -2.07
C 1.56 3.64 2.19
C 2.67 2.77 1.66
C 3.04 2.93 0.10
C 3.58 4.26 -0.05
N 3.94 5.36 -0.13
H 0.71 3.52 1.52
H 1.80 4.69 1.99
H 1.26 3.67 3.24
H 2.38 1.74 1.85
H 3.63 2.83 2.17
H 2.21 2.74 -0.58
H 3.79 2.18 -0.17
C 0.10 -1.68 -5.16
C -1.25 -2.41 -5.60
C -1.93 -1.82 -6.78
C -2.35 -0.40 -6.78
N -2.62 0.73 -6.82
H 0.54 -2.27 -4.36
H -0.09 -0.76 -4.61
H 0.72 -1.51 -6.04
H -1.79 -2.43 -4.66
H -1.07 -3.48 -5.75
H -2.85 -2.37 -6.98
H -1.31 -1.89 -7.68
C 0.29 0.55 5.83
C 0.73 1.76 4.98
C 2.21 2.05 5.24
C 3.28 1.22 4.55
N 4.09 0.57 4.04
H 0.60 0.71 6.87
H 0.79 -0.39 5.61
H -0.78 0.35 5.82
H 0.15 2.67 5.19
H 0.65 1.34 3.98
H 2.47 1.79 6.27
H 2.37 3.13 5.17
C -2.75 2.41 4.57
C -4.26 1.86 4.56
C -4.97 2.05 3.16
C -4.24 1.37 2.04
N -3.71 0.80 1.16
H -2.73 3.26 3.89
H -2.14 1.66 4.07
H -2.25 2.71 5.49
H -4.88 2.34 5.32
H -4.24 0.81 4.82
H -5.12 3.10 2.92
H -5.99 1.67 3.21
C -2.09 -5.11 -0.25
C -1.35 -5.02 1.07
C -2.17 -4.16 2.03
C -2.51 -2.84 1.58
N -2.84 -1.79 1.20
H -2.22 -4.11 -0.66
H -3.11 -5.46 -0.10
H -1.55 -5.76 -0.95
H -0.40 -4.49 0.95
H -1.17 -6.04 1.41
H -1.62 -3.95 2.94
H -3.07 -4.62 2.44
C 3.20 -3.80 1.04
C 2.55 -2.40 0.91
C 2.20 -1.75 2.27
C 1.13 -2.30 3.08
N 0.34 -2.74 3.79
H 3.84 -4.05 0.20
H 2.61 -4.66 1.36
H 3.87 -3.69 1.89
H 1.75 -2.57 0.19
H 3.22 -1.70 0.43
H 1.79 -0.75 2.11
H 3.13 -1.73 2.84
C 3.60 -0.19 -4.51
C 3.39 0.25 -3.03
C 2.42 -0.69 -2.33
C 2.73 -2.10 -2.45
N 2.99 -3.22 -2.52
H 4.43 0.35 -4.97
H 2.82 -0.05 -5.26
H 4.03 -1.19 -4.44
H 3.00 1.26 -2.96
H 4.36 0.27 -2.52
H 1.51 -0.39 -2.85
H 2.28 -0.50 -1.27
C -0.63 2.15 -3.85
C -1.48 3.43 -3.66
C -3.02 3.14 -3.51
C -3.37 2.45 -2.28
N -3.67 1.87 -1.35
H -1.14 1.26 -3.51
H 0.28 2.26 -3.26
H -0.29 1.99 -4.88
H -1.14 4.08 -4.48
H -1.19 3.92 -2.73
H -3.38 2.52 -4.33
H -3.62 4.04 -3.60
*
```

As for the orbital gap: 8.97 eV.

Molecular formula: H6N2Si
Method: DFT, the ωB97M-V functional and the def2-TZVPD basis

```
! wB97M-V def2-TZVPD RIJCOSX def2/J DEFGRID3
* xyz 0 1
N -1.51 0.15 -0.25
N -0.38 0.33 0.62
Si 1.34 0.12 0.33
H -1.83 -0.74 0.03
H -1.01 0.14 -1.11
H -0.61 0.49 1.55
H 2.00 -0.81 -0.51
H 1.97 1.00 1.45
H 0.03 -0.67 -2.12
*
```

The relative energy (zero: lowest compared OMol25 entry of this formula, charge and spin) is 106.4 kcal/mol. As for the orbital gap (spin up / spin down): 5.43 / 8.01 eV.

Molecular formula: CH4FNS
Method: DFT, the ωB97M-V functional and the def2-TZVPD basis

```
! wB97M-V def2-TZVPD RIJCOSX def2/J DEFGRID3
* xyz 0 1
C -0.02 -0.26 0.31
N 0.58 0.92 -0.26
S 2.07 1.07 -0.91
F 2.43 0.71 -2.57
H 0.64 -1.08 0.13
H -0.10 -0.18 1.45
H -1.08 -0.63 -0.06
H 0.06 1.74 -0.25
*
```

The SMILES is CNSF. The relative energy (zero: lowest compared OMol25 entry of this formula, charge and spin) is 30.5 kcal/mol. As for the orbital gap: 9.78 eV.

Molecular formula: C6H12N2
Method: DFT, the ωB97M-V functional and the def2-TZVPD basis

```
! wB97M-V def2-TZVPD RIJCOSX def2/J DEFGRID3
* xyz 0 1
C -0.59 -1.18 -1.18
C -0.40 -1.55 0.49
C 0.06 -0.41 1.45
C 1.44 0.14 1.38
C 0.74 0.84 0.11
C 0.24 1.38 -1.39
H -1.27 -1.86 -1.84
H 0.57 -1.37 -1.46
H 0.15 -2.50 0.26
H -1.22 -1.90 0.97
H -0.31 -0.72 2.46
H 1.86 0.86 2.20
H 1.97 -1.05 1.14
H 0.94 -0.13 -0.49
H -0.36 2.26 -1.44
H 0.90 1.16 -2.32
H -1.65 0.42 -0.98
H -0.53 1.50 1.52
N -0.95 0.36 -1.58
N -0.48 0.78 0.85
*
```

The relative energy (zero: lowest compared OMol25 entry of this formula, charge and spin) is 197.1 kcal/mol. As for the orbital gap: 9.33 eV.

Molecular formula: C38H29AsCl5N6O2Pt
Method: DFT, the ωB97M-V functional and the def2-TZVPD basis

```
! wB97M-V def2-TZVPD RIJCOSX def2/J DEFGRID3
* xyz 3 5
Pt 0.08 0.29 -1.69
O -3.00 5.20 2.08
C -1.70 4.86 2.48
C -1.13 3.87 1.51
C 0.18 3.43 1.59
C 0.62 2.48 0.69
N -0.14 1.99 -0.30
C -1.36 2.53 -0.47
C -1.90 3.42 0.44
C -2.02 2.20 -1.74
C -2.96 3.07 -2.31
C -3.43 2.85 -3.63
C -4.33 3.89 -4.24
O -3.71 5.13 -4.00
C -3.00 1.75 -4.30
C -2.02 0.80 -3.70
N -1.55 1.15 -2.38
H -3.34 5.91 2.63
H -1.68 4.42 3.48
H -1.04 5.74 2.51
H 0.86 3.81 2.34
H 1.64 2.14 0.73
H -2.91 3.78 0.33
H -3.29 3.95 -1.78
H -5.31 3.83 -3.75
H -4.47 3.69 -5.30
H -4.24 5.84 -4.39
H -3.40 1.51 -5.27
H -2.52 -0.19 -3.64
Cl 2.38 -1.84 -3.48
C 1.06 -1.18 -4.30
C 0.15 -0.39 -3.61
C -0.70 0.52 -4.48
Cl 0.28 2.17 -4.37
C -0.73 0.23 -5.92
Cl -1.56 1.26 -6.98
C 0.10 -0.76 -6.49
Cl 0.07 -1.05 -8.15
C 1.00 -1.47 -5.69
Cl 2.03 -2.63 -6.39
C 1.30 0.55 6.54
C 2.29 0.51 5.58
C 1.96 0.42 4.23
C 0.62 0.36 3.86
C -0.38 0.46 4.83
C -0.04 0.52 6.17
As -0.06 -0.07 2.06
C -0.41 -1.94 2.50
C -1.52 -2.40 3.19
C -1.64 -3.75 3.50
C -0.66 -4.64 3.08
C 0.43 -4.20 2.35
C 0.56 -2.84 2.07
C 1.63 -2.25 1.22
C 2.94 -3.02 0.89
C 4.15 -2.17 0.95
C 4.07 -0.80 1.12
C 2.89 -0.08 1.18
C 1.55 -0.71 1.05
H 1.56 0.63 7.59
H 3.33 0.54 5.87
H 2.75 0.38 3.50
H -1.42 0.47 4.53
H -0.82 0.56 6.92
H -2.29 -1.71 3.51
H -2.49 -4.10 4.06
H -0.77 -5.70 3.31
H 1.17 -4.91 2.02
H 3.06 -3.97 1.42
H 5.12 -2.64 0.90
H 4.99 -0.25 1.23
H 2.95 1.00 1.27
N 3.26 -5.32 -1.04
C 2.22 -4.49 -1.07
N 1.04 -4.90 -1.50
N 2.39 -3.26 -0.54
C 1.45 -2.22 -0.25
N 1.28 -0.94 -0.50
H 3.18 -6.27 -1.37
H 4.18 -4.98 -0.84
H 0.93 -5.79 -1.97
H 0.24 -4.28 -1.48
*
```

As for the orbital gap (spin up / spin down): 6.91 / 3.77 eV. The expectation value of S² is 6.075.

Number 1: electronic energy -7039.15750 Eh. Number 2: electronic energy -402.37303 Eh. Number 3: electronic energy -593.25622 Eh. Number 4: electronic energy -345.01372 Eh. Number 5: electronic energy -6599.35865 Eh.